This record from OMol25 describes a single C2H5NS molecule at a distorted geometry. The level of theory is ωB97M-V with the def2-TZVPD basis set.

Last column: Mulliken charge in e.
Positions of all 9 atoms, in Å:
S: 0.354 0.460 1.882  -0.121
N: -0.074 1.481 0.563  -0.463
C: 0.109 -0.787 -0.565  -1.046
C: -0.555 0.188 0.389  0.123
H: 0.310 -1.842 -0.289  0.286
H: -1.537 0.056 0.669  0.387
H: 1.147 -0.515 -0.924  0.294
H: 0.694 1.754 -0.121  0.276
H: -0.449 -0.794 -1.604  0.263

**Orbital gap**: 9.2 eV
**E**: -14478.5207 eV
**LUMO level**: 0.843 eV
**Energy above the lowest of the compared OMol25 structures with the same formula, charge and spin**: 175.2 kJ/mol
**SMILES**: C[C@@H]1NS1

***

This record from OMol25 describes a molecular structure, C17H15N7O8RhS at a distorted geometry. The level of theory is ωB97M-V with the def2-TZVPD basis set.

Last column: Mulliken charge in e.
Positions of all 49 atoms, in Å:
Rh: -0.196 -0.052 -0.461  0.256
S: 1.079 -5.588 -7.862  0.693
O: 0.215 0.993 -2.033  -0.386
O: 2.844 1.112 1.823  -0.691
O: 1.783 -4.633 -7.030  -0.502
O: -0.154 -5.115 -8.444  -0.488
O: 1.615 -0.012 0.340  -0.651
O: 0.280 -6.858 -6.370  -0.736
O: -0.526 -0.266 2.178  -0.457
O: 0.718 3.121 -2.474  -0.642
N: -0.474 1.768 0.473  0.355
N: 1.617 -7.725 -4.749  -0.606
N: 0.531 -5.609 -4.503  -0.448
N: -2.198 -0.620 -0.474  -0.480
N: 0.307 -1.736 -1.427  0.364
N: -3.861 -1.987 -1.589  -0.620
N: -5.603 -1.642 -3.303  -0.498
C: 0.882 2.157 0.978  -0.596
C: -0.812 2.643 -0.675  -0.422
C: 0.028 -1.917 -2.726  -0.412
C: -1.733 0.486 2.252  -0.580
C: 1.881 1.011 1.099  0.453
C: 0.834 -2.743 -0.723  -0.269
C: 0.139 2.294 -1.819  0.490
C: 2.179 -7.537 -3.576  -0.128
C: 1.107 -3.966 -1.294  -1.001
C: 0.279 -3.114 -3.361  -0.655
C: 1.991 -6.401 -2.794  -0.846
C: 1.128 -5.458 -3.335  0.339
C: -1.523 1.812 1.521  -0.733
C: 0.834 -4.171 -2.643  1.451
C: -2.989 -1.249 -1.092  0.442
C: 0.801 -6.734 -5.218  0.438
C: -4.771 -1.766 -2.511  0.459
H: -0.745 3.703 -0.426  0.363
H: 1.535 -4.745 -0.681  0.289
H: -2.538 -0.069 1.779  0.340
H: -0.374 -1.061 -3.251  0.573
H: 1.057 -2.530 0.314  0.539
H: -0.697 -1.169 2.466  0.337
H: -2.007 0.699 3.290  0.372
H: 2.506 -6.272 -1.855  0.260
H: 0.061 -3.251 -4.412  0.578
H: 1.329 2.838 0.251  0.503
H: -1.264 2.615 2.216  0.506
H: -1.826 2.399 -0.996  0.368
H: 0.808 2.691 1.924  0.335
H: 2.839 -8.329 -3.227  0.408
H: -2.468 2.081 1.050  0.334

**Net charge**: -1
**Orbital gap**: 6.2 eV
**E**: -58528.4098 eV
**LUMO level**: 0.665 eV
**Energy above the lowest of the compared OMol25 structures with the same formula, charge and spin**: 98.5 kJ/mol

***

This record from OMol25 describes a single C21H15BrFN3O molecule at a distorted geometry. The level of theory is ωB97M-V with the def2-TZVPD basis set.

Last column: Mulliken charge in e.
Positions of all 42 atoms, in Å:
Br: 0.189 2.018 -7.341  -0.172
F: -1.625 -0.837 4.694  -0.309
O: -0.143 1.927 1.026  -0.306
N: 2.154 -4.070 1.360  -0.627
N: 1.997 -3.997 0.091  -0.416
N: 0.710 -1.330 3.480  -0.020
C: 1.165 -2.942 -0.192  0.197
C: -3.003 2.192 3.318  -0.388
C: -2.848 1.035 4.024  -0.606
C: 0.402 1.537 -4.516  -0.428
C: 0.238 3.316 0.762  -1.008
C: 0.100 -1.080 1.260  -0.230
C: 0.604 0.767 -3.383  -0.836
C: 0.498 0.932 -5.797  -0.206
C: 1.503 -3.001 1.990  -0.953
C: 0.016 -0.660 2.517  0.644
C: -2.085 2.556 2.378  -0.470
C: -0.811 0.486 2.857  0.199
C: 0.710 -0.416 -5.786  -0.152
C: 0.844 -0.626 -3.409  0.813
C: 1.360 -2.550 3.254  -0.556
C: 0.858 -1.255 -4.654  -0.571
C: 0.876 -2.254 0.947  1.488
C: 0.814 -2.596 -1.621  -0.932
C: 0.801 -1.225 -2.093  -0.361
C: -0.930 1.721 2.094  0.231
C: -1.819 0.180 3.798  0.414
H: 0.447 3.845 1.694  0.494
H: 0.939 -3.464 -2.294  0.303
H: 0.769 -0.813 -6.775  0.382
H: -2.497 3.442 1.754  0.136
H: -3.889 2.777 3.440  0.417
H: 0.707 -1.019 4.461  0.300
H: 0.671 -0.518 -1.382  0.308
H: -3.513 0.829 4.889  0.356
H: -0.499 3.985 0.375  0.353
H: 1.788 -3.210 4.010  0.403
H: 0.180 2.606 -4.544  0.362
H: 0.539 1.249 -2.479  0.722
H: 1.207 3.303 0.141  0.257
H: 1.049 -2.338 -4.843  0.320
H: -0.473 -0.500 0.496  0.449

**Orbital gap**: 7.1 eV
**E**: -101293.8900 eV
**LUMO level**: -0.155 eV
**Energy above the lowest of the compared OMol25 structures with the same formula, charge and spin**: 46.6 kJ/mol
**SMILES**: COc1cccc(F)c1-c1cc2c(/C=C/c3ccc(Br)cc3)nnc-2c[nH]1

***

This record from OMol25 describes a single C3H9N5 molecule at a distorted geometry. The level of theory is ωB97M-V with the def2-TZVPD basis set.

Last column: Mulliken charge in e.
Positions of all 17 atoms, in Å:
N: 1.541 1.326 0.443  -0.514
N: -1.514 1.374 -0.541  -0.389
N: 0.186 -1.001 -0.699  -0.494
N: 1.560 -0.875 -0.445  -0.142
N: -2.467 0.394 -0.206  -0.445
C: -0.606 -1.093 0.552  -0.451
C: 2.160 0.292 0.003  -0.049
C: -2.040 -0.692 0.320  -0.086
H: 3.272 0.152 -0.140  0.291
H: -0.592 -2.144 0.836  0.346
H: 2.161 -1.445 -1.089  0.261
H: -0.177 -0.457 1.380  0.298
H: -2.028 2.229 -0.595  0.323
H: -0.742 1.477 0.135  0.076
H: -2.845 -1.437 0.443  0.351
H: 2.218 2.025 0.732  0.217
H: -0.089 -0.126 -1.128  0.406

**Orbital gap**: 9.7 eV
**E**: -10705.1287 eV
**LUMO level**: 0.839 eV
**Energy above the lowest of the compared OMol25 structures with the same formula, charge and spin**: 281.7 kJ/mol
**SMILES**: [H]/N=C/NNC/C=N\N

***

This record from OMol25 describes 4 unconnected molecules or ions with the total composition C3H7N3S at a distorted geometry. The level of theory is ωB97M-V with the def2-TZVPD basis set.

Last column: Mulliken charge in e.
Positions of all 14 atoms, in Å:
S: -3.350 -1.393 0.978  -0.191
N: 0.567 1.153 0.899  -0.494
N: -1.373 0.420 -0.341  -0.207
N: 1.049 0.778 -0.504  -0.238
C: 1.970 -0.356 -0.268  -0.642
C: -2.132 -0.914 -0.193  -0.216
C: -0.752 0.820 0.859  0.000
H: 1.669 1.509 -0.878  0.259
H: -2.273 -1.658 -1.150  0.273
H: -1.076 0.642 1.960  0.361
H: 1.894 -1.227 -1.643  0.230
H: 1.449 -1.030 1.350  0.188
H: 3.113 0.481 0.119  0.218
H: -0.756 0.777 -1.190  0.461

**Orbital gap**: 8.2 eV
**E**: -18518.7481 eV
**LUMO level**: -0.774 eV
**Energy above the lowest of the compared OMol25 structures with the same formula, charge and spin**: 1131.0 kJ/mol

***

This record from OMol25 describes a single C21H22N2O4S molecule at a distorted geometry. The level of theory is ωB97M-V with the def2-TZVPD basis set.

Last column: Mulliken charge in e.
Positions of all 50 atoms, in Å:
S: -4.079 0.248 0.831  -0.362
O: 5.128 0.659 -0.934  -0.526
O: 2.864 2.727 -1.409  -0.465
O: -1.531 -3.564 3.379  -0.446
O: -3.307 3.275 -2.982  -0.624
N: -3.430 1.928 -1.192  -0.049
N: -1.816 0.378 -0.452  -0.292
C: -1.670 -0.614 0.474  -1.278
C: -0.421 2.355 -3.039  -1.180
C: -0.535 -1.395 0.669  -0.149
C: -2.626 -3.946 4.188  -0.431
C: -0.663 2.991 -0.740  -0.131
C: 4.222 0.742 -2.012  0.307
C: -2.802 -0.846 1.282  0.445
C: 3.826 2.211 -2.303  -0.836
C: -1.243 2.649 -1.960  0.468
C: 3.043 -0.154 -1.601  -0.720
C: 4.368 0.647 0.260  -0.628
C: -1.680 -2.588 2.447  0.834
C: -3.629 -4.825 3.446  -1.026
C: -0.549 -2.363 1.644  -0.860
C: 3.026 -0.035 -0.070  -0.167
C: -2.970 0.919 -0.402  0.493
C: 0.955 2.345 -2.902  -0.518
C: 1.537 2.671 -1.680  0.981
C: 0.705 3.013 -0.607  -0.372
C: -2.711 2.659 -2.130  -0.161
C: -2.824 -1.821 2.263  -0.089
H: -2.171 -4.513 5.005  0.316
H: -4.072 -4.291 2.609  0.335
H: 3.509 2.310 -3.344  0.318
H: 2.104 0.153 -2.055  0.161
H: 4.754 0.366 -2.892  0.480
H: -3.714 -1.956 2.855  0.386
H: 0.316 -2.982 1.820  0.441
H: 4.953 0.107 1.007  0.358
H: 2.957 -1.014 0.402  0.428
H: 4.720 2.825 -2.153  0.350
H: -4.435 2.054 -1.230  0.264
H: 1.556 2.082 -3.759  0.257
H: 3.256 -1.180 -1.903  0.508
H: 1.168 3.289 0.328  0.471
H: 0.332 -1.228 0.052  0.636
H: -3.119 -3.063 4.615  0.330
H: 2.191 0.575 0.272  0.031
H: -3.128 -5.709 3.061  0.304
H: 4.204 1.674 0.608  0.223
H: -1.287 3.254 0.100  0.415
H: -4.418 -5.133 4.125  0.353
H: -0.867 2.111 -3.991  0.420

**Orbital gap**: 8.5 eV
**E**: -44139.5321 eV
**LUMO level**: 0.525 eV
**Energy above the lowest of the compared OMol25 structures with the same formula, charge and spin**: 165.5 kJ/mol
**SMILES**: CCOc1ccc2nc(NC(=O)c3ccc(OC[C@@H]4CCCO4)cc3)sc2c1